{"formula": "C6H12Se", "method": "ωB97M-V with the def2-TZVPD basis set", "e_homo_ev": -8.585, "de_lowest_ev": 0.1885, "smiles": "[SeH]C1CCCCC1", "charge": 0, "total_energy_ha": -2637.19347, "symbols": ["Se", "C", "C", "C", "C", "C", "C", "H", "H", "H", "H", "H", "H", "H", "H", "H", "H", "H", "H"], "coordinates": [[-2.99907, 0.41581, -0.29345], [-1.25333, 0.05688, 0.37581], [-0.69067, -1.14378, -0.23422], [0.78463, -1.43082, 0.12114], [1.60289, -0.19658, -0.24256], [1.06282, 1.00082, 0.55577], [-0.39260, 1.23854, 0.06205], [-2.44583, 1.29096, -1.29021], [-1.34676, -0.19873, 1.55925], [-0.74588, -1.09382, -1.40077], [-1.16479, -2.10134, 0.08134], [0.98897, -2.28554, -0.49019], [0.93136, -1.47759, 1.32304], [2.64512, -0.39257, -0.11020], [1.41743, -0.01188, -1.26879], [1.23196, 0.99116, 1.73084], [1.61810, 1.88010, 0.20936], [-0.87810, 2.21041, 0.38837], [-0.36625, 1.24799, -1.07658]], "forces_ev_per_angstrom": [[-1.51, -0.20, 0.29], [-0.57, -0.34, 3.36], [1.00, -2.89, -1.75], [-0.42, 1.96, 2.33], [-0.64, -0.63, 1.40], [0.44, 1.15, 0.49], [0.41, 0.97, 0.06], [-0.04, 0.38, -0.58], [0.17, 1.05, -2.56], [-0.04, -0.05, 1.89], [-0.52, 0.86, -0.40], [0.88, -0.82, 0.37], [-0.48, -0.86, -2.74], [0.80, 0.13, 0.22], [0.09, 0.45, -1.25], [-0.66, -0.40, -2.40], [0.12, 0.01, 0.26], [0.78, -1.11, -0.17], [0.18, 0.33, 1.21]]}